[1]
70
Properties=species:S:1:pos:R:3:nbo_charge:R:1 method="wB97M-V/def2-TZVPD" charge=-1 orbital_gap_ev=6.9 multiplicity=1
C 3.4383 1.4450 6.9704 -0.65
C 2.9585 1.5808 5.5594 -0.06
Cl 3.9479 0.7201 4.3981 -0.07
C 1.8740 2.2594 5.2046 -0.53
Cl 1.4292 2.2979 3.5189 -0.04
Al 0.6541 3.2441 6.4531 1.65
F 0.6998 2.5641 7.9818 -0.76
N -1.1373 2.8581 5.7834 -0.76
C -1.4541 1.7238 5.9158 0.19
S -1.9548 0.2204 6.1465 -0.20
H 4.4891 1.1855 7.0003 0.21
H 2.8451 0.7128 7.5083 0.23
H 3.3202 2.3943 7.4816 0.23
H 0.9453 4.8042 6.4831 -0.44
C 3.1966 -1.3406 1.1227 -0.50
N 4.5820 -1.8625 1.0021 0.54
O 5.2570 -1.9738 2.0020 -0.37
O 4.9661 -2.1619 -0.1171 -0.43
H 3.0004 -1.1182 2.1655 0.25
H 3.1224 -0.4435 0.5174 0.26
H 2.5329 -2.1118 0.7487 0.25
C -1.0791 1.8863 0.2779 -0.49
N 0.1646 1.2110 -0.1764 0.54
O 0.9422 0.8163 0.6652 -0.38
O 0.3260 1.0878 -1.3786 -0.42
H -1.0812 1.9204 1.3603 0.26
H -1.0815 2.8827 -0.1528 0.23
H -1.9052 1.2989 -0.1188 0.25
C -3.1679 0.9501 -4.0046 -0.49
N -2.9953 1.3934 -2.5965 0.54
O -2.8984 2.5796 -2.3718 -0.37
O -2.9635 0.5175 -1.7540 -0.39
H -3.1780 1.8172 -4.6470 0.24
H -2.3337 0.2969 -4.2403 0.24
H -4.1069 0.4055 -4.0534 0.23
C -3.7003 -3.5782 -3.8131 -0.48
N -4.4372 -2.3923 -4.3277 0.54
O -5.3668 -1.9691 -3.6747 -0.37
O -4.0503 -1.9130 -5.3750 -0.39
H -4.1576 -3.8801 -2.8795 0.23
H -3.7729 -4.3546 -4.5681 0.23
H -2.6670 -3.2772 -3.6722 0.24
C 5.9928 -2.0673 -2.7715 -0.48
N 6.7603 -1.9033 -4.0375 0.53
O 7.0516 -2.9032 -4.6644 -0.39
O 7.0507 -0.7720 -4.3669 -0.39
H 5.8168 -3.1240 -2.6208 0.23
H 6.5845 -1.6491 -1.9660 0.25
H 5.0618 -1.5211 -2.8768 0.24
C -4.2327 2.4931 3.7818 -0.48
N -3.2618 2.9990 2.7723 0.55
O -2.8132 2.2069 1.9665 -0.40
O -2.9908 4.1789 2.8120 -0.36
H -4.3748 1.4332 3.6144 0.23
H -3.8121 2.6816 4.7654 0.26
H -5.1529 3.0515 3.6382 0.22
C 2.8733 -6.1767 1.6994 -0.48
N 2.1693 -4.9212 1.3197 0.53
O 1.2647 -4.5375 2.0257 -0.36
O 2.5638 -4.3592 0.3163 -0.39
H 2.4193 -6.5569 2.6059 0.23
H 2.7634 -6.8703 0.8720 0.23
H 3.9185 -5.9245 1.8496 0.24
C -4.9633 3.0851 -7.4020 -0.48
N -3.6663 2.4373 -7.7466 0.54
O -2.9055 2.1775 -6.8372 -0.38
O -3.4614 2.2132 -8.9189 -0.37
H -5.0024 3.2213 -6.3283 0.23
H -4.9973 4.0349 -7.9259 0.24
H -5.7529 2.4276 -7.7513 0.24



[2]
61
Properties=species:S:1:pos:R:3:nbo_charge:R:1 method="wB97M-V/def2-TZVPD" orbital_gap_ev=9.1 multiplicity=1 smiles="COC(=O)c1ccc(CN2CCC(Oc3cccc(C(=O)N4CCCC4)c3)CC2)cc1"
C -5.1209 -3.4343 -2.3124 -0.26
H -5.0497 -4.1534 -3.1313 0.19
H -4.7622 -3.9112 -1.3976 0.19
H -6.1462 -3.0944 -2.1900 0.19
O -4.3508 -2.2791 -2.6018 -0.51
C -3.0380 -2.4896 -2.8061 0.78
O -2.5344 -3.5848 -2.7441 -0.59
C -2.3025 -1.2422 -3.1117 -0.18
C -0.9387 -1.3239 -3.3847 -0.14
C -0.2191 -0.1838 -3.6821 -0.25
C -0.8406 1.0614 -3.7055 0.07
C -2.2041 1.1338 -3.4343 -0.25
C -2.9339 -0.0014 -3.1436 -0.15
H -3.9913 0.0637 -2.9403 0.23
H -2.6999 2.0938 -3.4601 0.21
C -0.0451 2.3213 -3.9479 -0.25
N 0.5984 2.8635 -2.7590 -0.44
C 1.7024 2.0650 -2.2631 -0.23
C 2.4969 2.8769 -1.2427 -0.44
H 2.8740 3.7857 -1.7123 0.22
H 3.3418 2.2845 -0.8873 0.22
C 1.5905 3.2675 -0.0715 0.11
C 0.3633 3.9987 -0.6153 -0.41
C -0.3321 3.1637 -1.6869 -0.23
H -1.1660 3.7342 -2.1028 0.20
H -0.7318 2.2485 -1.2199 0.18
H 0.6894 4.9460 -1.0453 0.21
H -0.3334 4.1985 0.1994 0.22
H 2.1245 3.9344 0.6215 0.18
O 1.1244 2.1210 0.6233 -0.51
C 1.9931 1.3777 1.3620 0.31
C 1.5367 0.1084 1.7199 -0.27
C 2.3206 -0.7337 2.4902 -0.03
C 3.5823 -0.3168 2.9035 -0.23
C 4.0292 0.9443 2.5631 -0.19
C 3.2486 1.7932 1.7957 -0.29
H 3.6310 2.7696 1.5420 0.22
H 5.0039 1.2769 2.8887 0.21
H 4.1985 -0.9885 3.4803 0.23
C 1.8893 -2.1295 2.8119 0.65
O 2.6020 -3.0904 2.5752 -0.62
N 0.6685 -2.2742 3.3666 -0.43
C -0.1772 -1.2396 3.9249 -0.21
C -0.8726 -1.9418 5.0901 -0.41
H -1.8055 -1.4576 5.3709 0.22
C -1.0729 -3.3536 4.5413 -0.41
H -1.2228 -4.0934 5.3243 0.22
C 0.2110 -3.6018 3.7533 -0.21
H 0.0571 -4.2180 2.8641 0.21
H 0.9833 -4.0842 4.3623 0.21
H -1.9351 -3.3732 3.8738 0.20
H -0.2124 -1.9663 5.9579 0.20
H 0.4122 -0.3741 4.2318 0.22
H -0.9197 -0.9129 3.1860 0.18
H 0.5702 -0.2058 1.3579 0.23
H 2.3514 1.8070 -3.1034 0.20
H 1.3580 1.1317 -1.7857 0.18
H -0.7047 3.1023 -4.3389 0.20
H 0.7400 2.1337 -4.6853 0.20
H 0.8345 -0.2604 -3.9075 0.22
H -0.4636 -2.2930 -3.3612 0.24



[3]
22
Properties=species:S:1:pos:R:3:nbo_charge:R:1 method="wB97M-V/def2-TZVPD" orbital_gap_ev=8.2 multiplicity=1 smiles="COC(Br)=C=N[C@@H]1C=CC=CC1=C=O"
C 0.8428 0.8457 0.3329 0.32
C -2.7042 -0.6570 1.5278 -0.21
C -2.2469 -1.9141 1.0058 -0.27
C -2.3562 0.5446 0.9895 -0.18
C -1.4668 -1.9956 -0.0754 -0.12
C -1.5419 0.5780 -0.2474 -0.08
C -1.2279 -0.7860 -0.8247 -0.41
C -0.3045 -0.8409 -1.7462 0.78
C 3.5256 1.5811 -1.0303 -0.26
C 2.0737 0.3464 0.4155 0.01
N -0.3067 1.2518 0.2486 -0.40
O 0.4655 -0.9554 -2.6035 -0.42
O 2.8744 0.3314 -0.6963 -0.52
Br 2.7744 -0.3706 2.0266 0.06
H -3.2958 -0.5731 2.3836 0.21
H -2.5053 -2.7147 1.6570 0.22
H -2.5930 1.5572 1.4427 0.23
H -0.9745 -2.8542 -0.3015 0.21
H -2.0547 1.3236 -1.0322 0.23
H 3.1964 1.8585 -2.0418 0.19
H 4.6282 1.1931 -1.1549 0.20
H 3.1973 2.2503 -0.2759 0.20



[4]
88
Properties=species:S:1:pos:R:3:lowdin_charge:R:1 method="wB97M-V/def2-TZVPD" charge=-1 orbital_gap_ev=7.3 multiplicity=1
C -0.6510 -0.8125 1.5012 0.06
C -0.0685 -0.3459 0.5429 0.02
B 0.6221 0.1918 -0.8453 -0.84
C -0.1937 1.5397 -1.2748 -0.09
C -1.1859 1.3697 -2.4303 -0.22
C -2.5990 0.9933 -1.9999 -0.20
C -2.7343 -0.4735 -1.5880 -0.19
C -3.9236 -1.1867 -2.2290 -0.29
N -3.8320 -1.0447 -3.6884 -0.02
O 2.0987 0.3715 -0.7002 -0.02
C 2.7566 -0.5300 -1.4892 -0.45
P 3.1764 0.1414 -3.1782 0.79
N 2.0156 0.1353 -4.2460 -0.27
C 1.7005 -1.6673 -1.6725 -0.42
S 1.7563 -3.0252 -0.4395 0.64
C 2.8724 -4.2715 -1.0756 -0.15
O 2.2603 -2.6323 0.8494 -0.33
O 0.4628 -3.6329 -0.3435 -0.31
O 0.5561 -0.9682 -1.7823 -0.01
H -1.1135 -1.4212 2.2200 0.00
H 0.5513 2.2909 -1.5638 0.08
H -0.6919 1.9277 -0.3975 0.08
H -0.8173 0.7122 -3.2110 0.10
H -1.2976 2.3507 -2.9027 0.09
H -3.2436 1.2136 -2.8444 0.09
H -2.9234 1.6447 -1.1980 0.10
H -1.8513 -1.0591 -1.8226 0.10
H -2.8573 -0.5066 -0.5111 0.10
H -3.8023 -2.2430 -1.9739 0.10
H -4.8776 -0.8442 -1.8427 0.10
H -2.8819 -1.2184 -3.9780 0.06
H -4.4471 -1.6825 -4.1703 0.05
H 3.7094 -0.8465 -1.0502 0.11
H 4.2662 -0.6223 -3.6723 0.00
H 3.5751 1.4709 -2.9050 0.01
H 2.2904 -0.3910 -5.0610 -0.04
H 1.7913 -2.1841 -2.6377 0.13
H 2.9381 -5.0946 -0.3846 0.06
H 3.8638 -3.8485 -1.1886 0.06
H 2.5067 -4.5935 -2.0439 0.06
O -0.7118 -1.9059 8.1251 0.09
C 0.0244 -1.8318 7.1790 -0.49
O 1.3647 -1.6954 7.3133 0.02
C 1.9692 -1.5301 6.0132 -0.15
C 0.9765 -2.1276 5.0314 -0.14
C -0.3593 -1.8395 5.7146 -0.07
H 2.1330 -0.4642 5.8416 0.13
H 2.9305 -2.0391 6.0005 0.12
H 1.0611 -1.7131 4.0279 0.11
H 1.1283 -3.2064 4.9623 0.12
H -0.7510 -0.8564 5.4473 0.14
H -1.1090 -2.6071 5.5162 0.08
O -1.7513 4.4180 -0.4663 0.13
C -0.7485 5.0108 -0.2246 -0.49
O -0.3821 5.3927 1.0290 0.03
C 0.8147 6.1812 0.9690 -0.17
C 1.4795 5.8050 -0.3486 -0.16
C 0.2758 5.4906 -1.2328 -0.08
H 0.5363 7.2383 1.0068 0.12
H 1.4358 5.9502 1.8317 0.12
H 2.1292 6.5866 -0.7411 0.11
H 2.0794 4.9039 -0.2147 0.12
H -0.1133 6.3806 -1.7309 0.13
H 0.4897 4.7124 -1.9601 0.11
O 3.9255 2.0042 -5.6358 0.09
C 3.3181 2.9078 -6.1152 -0.48
O 3.8804 4.1128 -6.4237 0.01
C 2.8640 5.0217 -6.8756 -0.17
C 1.7176 4.1411 -7.3543 -0.16
C 1.8362 2.9328 -6.4271 -0.08
H 2.5733 5.6597 -6.0374 0.12
H 3.2724 5.6466 -7.6676 0.12
H 0.7498 4.6380 -7.3147 0.11
H 1.8951 3.8324 -8.3864 0.11
H 1.2876 3.0700 -5.4947 0.13
H 1.5287 2.0076 -6.9024 0.12
O -2.8239 -3.5122 4.8276 0.12
C -3.2710 -4.2742 5.6308 -0.47
O -4.2378 -5.1797 5.3322 0.03
C -4.6445 -5.8742 6.5208 -0.16
C -3.4786 -5.7312 7.4890 -0.16
C -2.9101 -4.3682 7.1020 -0.07
H -5.5572 -5.4071 6.8987 0.12
H -4.8581 -6.9112 6.2713 0.12
H -3.7759 -5.8084 8.5334 0.11
H -2.7376 -6.5077 7.2922 0.12
H -3.3974 -3.5512 7.6339 0.14
H -1.8356 -4.3102 7.2418 0.12



[5]
63
Properties=species:S:1:pos:R:3:nbo_charge:R:1 method="wB97M-V/def2-TZVPD" charge=+1 orbital_gap_ev=8.3 multiplicity=1
O -7.0715 1.0811 -2.4455 -0.49
C -6.1304 1.7059 -2.9686 0.66
N -6.3048 2.9078 -3.8419 -0.71
C -5.1889 2.8674 -4.8350 0.68
O -5.2615 3.3523 -5.9784 -0.50
C -4.0046 2.1005 -4.1049 -0.16
C -2.4957 1.9793 -4.4117 0.06
C -1.9231 2.7612 -5.6845 -0.49
C -0.7218 1.8922 -6.3041 0.04
F 0.4992 2.1826 -5.5755 -0.40
C -1.6415 1.1200 -3.4359 -0.27
C -2.2325 0.3819 -2.1783 0.03
C -1.2497 -0.4527 -1.2229 -0.44
C -0.6846 0.4613 -0.0146 -0.41
C 0.4748 1.4738 -0.4760 -0.42
C 0.0017 3.0002 -0.6206 -0.65
S 0.0203 3.9513 0.9799 2.20
O -1.3648 3.8092 1.5719 -0.91
O 1.0584 3.4763 1.9565 -0.90
O 0.2360 5.5869 0.5825 -0.84
C -3.7753 0.4842 -1.8905 -0.21
C -4.5844 1.3431 -2.8792 -0.09
H -6.2383 3.7314 -3.2090 0.41
H -2.7358 2.8574 -6.4894 0.27
H -1.5786 3.7908 -5.2965 0.25
H -0.5556 2.2083 -7.3885 0.19
H -0.9360 0.7678 -6.2077 0.19
H -0.5117 0.9930 -3.6108 0.24
H -0.3558 -0.8211 -1.8507 0.22
H -1.8385 -1.3208 -0.7539 0.23
H -1.5217 1.0502 0.4908 0.24
H -0.2716 -0.2724 0.7767 0.20
H 1.2780 1.4415 0.3502 0.23
H 1.0018 1.1613 -1.4527 0.23
H 0.7786 3.5188 -1.3043 0.25
H -1.0190 3.1336 -1.1138 0.28
H -0.0510 5.7329 -0.3512 0.50
H -4.2907 -0.0111 -1.0088 0.25
C 2.5446 0.8790 3.1627 -0.25
O 2.9487 -0.4719 2.9360 -0.58
C 3.6610 -0.9982 4.0527 -0.09
C 3.9977 -2.4480 3.7210 -0.24
N 2.8264 -3.0615 3.0202 -0.51
C 1.7034 -3.5729 3.8648 -0.24
C 2.0652 -4.9701 4.3601 -0.09
O 2.7084 -5.6387 3.2787 -0.57
C 3.1349 -6.9480 3.6501 -0.25
H 3.4136 1.5124 3.3563 0.19
H 2.0387 1.2371 2.2670 0.22
H 1.8456 0.9259 4.0024 0.18
H 3.0272 -0.9481 4.9453 0.18
H 4.5761 -0.4260 4.2282 0.21
H 4.2579 -3.0447 4.5958 0.23
H 4.8163 -2.4859 2.9991 0.23
H 3.1369 -3.8597 2.4480 0.46
H 2.4788 -2.3398 2.3709 0.46
H 0.8421 -3.6260 3.1955 0.23
H 1.4948 -2.8675 4.6698 0.24
H 1.1639 -5.5106 4.6644 0.21
H 2.7530 -4.9074 5.2111 0.18
H 3.8909 -6.8873 4.4381 0.18
H 3.5792 -7.4211 2.7741 0.21
H 2.2857 -7.5486 3.9846 0.19